(A)
The following is a quantum chemistry calculation of 2 unconnected molecules or ions with the total composition C4H9NO2S, from the OMol25 dataset.

```
17
Properties=species:S:1:pos:R:3:nbo_charge:R:1
S -1.226 0.430 0.567 0.26
O 0.674 -0.943 2.274 -0.45
O -0.466 -2.903 1.795 -0.51
N -0.820 -0.096 -2.761 -1.05
C 0.015 -1.866 1.635 0.78
C -0.413 2.010 0.965 -0.77
C 0.186 -0.638 0.866 -0.05
C 1.236 -0.582 -0.205 -0.66
H -0.736 0.391 -1.825 0.35
H -0.062 1.857 1.981 0.23
H 0.358 2.463 0.251 0.23
H 1.050 0.377 -0.847 0.23
H 2.292 -0.335 0.235 0.25
H -0.268 -0.939 -2.427 0.33
H -1.744 -0.566 -2.708 0.35
H 1.175 -1.425 -0.831 0.23
H -1.250 2.765 1.035 0.24
```

2S+1	1
highest occupied orbital energy	-9.6573	eV
structure (SMILES)	CS[C@@]1(C)OC1=O.N
Kohn-Sham gap	10.1	eV

(B)
The following is a quantum chemistry calculation of 2 unconnected molecules or ions with the total composition C4H9NO2S, from the OMol25 dataset.

```
17
Properties=species:S:1:pos:R:3:nbo_charge:R:1
S 1.247 0.362 0.199 2.00
O -1.742 -0.891 -0.660 -0.49
O 2.484 1.152 0.133 -0.97
N -0.093 1.072 0.389 -1.18
C -3.454 0.904 -0.253 -0.79
C -2.584 -0.054 -0.590 0.74
C 1.495 -0.722 1.578 -0.85
C 1.346 -0.842 -1.205 -0.87
H 0.469 -1.597 -1.368 0.27
H 1.467 -0.181 -2.019 0.24
H 1.481 -1.705 1.091 0.23
H -0.063 1.923 -0.162 0.38
H -3.136 1.937 0.024 0.27
H 2.430 -1.213 -1.003 0.24
H 2.421 -0.545 2.036 0.25
H -4.510 0.982 -0.513 0.26
H 0.742 -0.583 2.324 0.26
```

2S+1	1
highest occupied orbital energy	-9.1989	eV
structure (SMILES)	CS(C)(=N)=O.C=C=O
Kohn-Sham gap	9.9	eV

(C)
The following is a quantum chemistry calculation of 2 unconnected molecules or ions with the total composition C4H9NO2S, from the OMol25 dataset.

```
17
Properties=species:S:1:pos:R:3:nbo_charge:R:1
S 0.812 1.370 -2.532 0.03
O -0.540 -0.671 2.379 -0.54
O -1.831 -1.620 0.834 -0.60
N -1.313 0.429 -0.873 -0.66
C -0.645 0.530 0.333 -0.09
C -1.069 -0.801 1.311 0.82
C 1.121 1.707 -0.836 -0.59
C 0.798 0.576 0.158 -0.43
H 2.190 1.867 -0.749 0.28
H 1.154 -0.395 -0.227 0.23
H -0.689 0.147 -1.616 0.39
H 1.321 0.710 1.110 0.26
H 0.946 -3.967 0.770 0.00
H -1.072 1.286 0.986 0.24
H 0.371 -3.666 0.398 0.00
H -2.165 -0.125 -0.839 0.44
H 0.611 2.624 -0.604 0.23
```

2S+1	1
highest occupied orbital energy	-8.7699	eV
Kohn-Sham gap	4.7	eV

(D)
The following is a quantum chemistry calculation of 2 unconnected molecules or ions with the total composition C4H9NO2S, from the OMol25 dataset.

```
17
Properties=species:S:1:pos:R:3:nbo_charge:R:1
S -0.429 0.350 -1.625 1.49
O -0.259 1.612 -0.524 -0.72
O 0.895 0.259 -2.158 -0.94
N 2.320 -0.392 0.590 -0.80
C -1.555 -1.484 0.225 -0.46
C -1.321 2.228 0.054 -0.26
C 1.583 -1.508 0.218 -0.10
C -0.468 -0.896 -0.232 -0.29
H -2.456 -1.245 -0.112 0.19
H -2.007 2.847 -0.512 0.18
H -0.967 2.792 0.952 0.20
H 2.137 -1.879 -0.664 0.21
H -1.453 -2.204 0.979 0.21
H 1.830 0.063 1.259 0.36
H 1.550 -2.233 1.064 0.19
H 2.650 0.249 -0.109 0.39
H -2.050 1.442 0.594 0.15
```

2S+1	1
highest occupied orbital energy	-8.2265	eV
Kohn-Sham gap	9.0	eV

The structure with the most favorable energy is (A); the runner-up is 149.7 kJ/mol above it.

(A)
The following is a quantum chemistry calculation of 2 unconnected molecules or ions with the total composition C3H2BrF3, from the OMol25 dataset.

```
9
Properties=species:S:1:pos:R:3:nbo_charge:R:1
Br 1.991 -0.979 -0.315 -0.03
F -2.197 0.895 0.466 -0.26
F -1.369 -2.628 -0.330 -0.26
F 1.004 0.899 1.163 -0.34
C -1.493 -1.374 -0.117 0.27
C 1.401 0.854 -0.098 0.03
C -2.077 -0.337 0.104 0.24
H 2.147 1.542 -0.192 0.17
H 0.594 1.128 -0.682 0.17
```

2S+1	1
highest occupied orbital energy	-10.3583	eV
structure (SMILES)	FC#CF.FCBr
Kohn-Sham gap	10.8	eV

(B)
The following is a quantum chemistry calculation of C3H2BrF3 in the gas phase, from the OMol25 dataset.

```
9
Properties=species:S:1:pos:R:3:nbo_charge:R:1
Br -0.769 0.604 2.800 0.15
F 0.471 1.312 0.203 -0.35
F 1.527 -0.597 3.517 -0.30
F 2.311 -1.257 0.808 -0.30
C 0.462 -0.029 -0.110 -0.03
C 0.798 -0.232 2.479 0.18
C 1.155 -0.708 1.048 0.28
H 1.041 -0.257 -0.923 0.18
H -0.469 -0.329 -0.395 0.18
```

2S+1	1
highest occupied orbital energy	-8.6739	eV
structure (SMILES)	FC/C(F)=C(/F)Br
Kohn-Sham gap	9.1	eV

The structure with the most favorable energy is (B); the runner-up is 169.4 kJ/mol above it.

(A)
The following is a quantum chemistry calculation of C2H6NP in the gas phase, from the OMol25 dataset.

```
10
Properties=species:S:1:pos:R:3:nbo_charge:R:1
P 0.614 -0.082 -0.784 1.34
N -0.291 -1.063 -1.514 -1.29
C -1.085 -0.148 1.239 -0.33
C 0.038 0.467 0.871 -0.56
H 0.868 1.135 -1.532 -0.11
H 0.470 1.252 1.590 0.25
H -0.012 -1.185 -2.429 0.38
H -1.279 -1.094 0.759 0.23
H 2.041 -0.030 -0.507 -0.11
H -1.660 0.229 2.080 0.20
```

2S+1	1
highest occupied orbital energy	-9.1836	eV
structure (SMILES)	C=C[PH2]=N
Kohn-Sham gap	10.2	eV

(B)
The following is a quantum chemistry calculation of a molecular structure, C2H6NP, from the OMol25 dataset.

```
10
Properties=species:S:1:pos:R:3:nbo_charge:R:1
P -0.215 0.735 0.182 0.37
N 2.826 -0.221 0.300 -0.70
C -1.486 -0.577 -0.030 -0.88
C 1.803 -0.455 -0.236 0.23
H -1.013 -1.559 0.083 0.23
H -1.657 -0.525 -1.052 0.23
H -1.056 1.754 0.428 -0.07
H -0.317 1.172 -1.095 -0.03
H 3.414 0.210 0.887 0.41
H -2.298 -0.533 0.533 0.22
```

2S+1	1
highest occupied orbital energy	-8.3894	eV
Kohn-Sham gap	9.6	eV

The structure with the most favorable energy is (A); the runner-up is 59.9 kJ/mol above it.

(A)
The following is a quantum chemistry calculation of C2H6NP in the gas phase, from the OMol25 dataset.

```
10
Properties=species:S:1:pos:R:3:nbo_charge:R:1
P -0.600 1.659 -0.199 0.49
N -0.495 -0.077 0.103 -0.66
C 0.526 -0.573 0.917 -0.26
C 0.587 -0.836 -0.525 -0.25
H -1.879 1.651 0.043 -0.05
H 1.266 -0.026 1.609 0.20
H -0.003 -1.383 1.574 0.19
H 0.414 -1.758 -0.847 0.19
H 1.184 -0.221 -1.101 0.18
H -0.998 1.564 -1.575 -0.04
```

2S+1	1
highest occupied orbital energy	-8.6834	eV
structure (SMILES)	PN1CC1
Kohn-Sham gap	9.9	eV

(B)
The following is a quantum chemistry calculation of 2 unconnected molecules or ions with the total composition C2H6NP, from the OMol25 dataset.

```
10
Properties=species:S:1:pos:R:3:nbo_charge:R:1
P -1.573 -0.125 0.708 0.33
N 1.790 -0.326 -1.288 -0.61
C 0.059 0.338 0.042 -0.50
C 0.836 -0.727 -0.523 0.01
H -2.174 0.302 -0.550 0.00
H 2.460 -1.085 -1.521 0.33
H 0.491 1.345 -0.171 0.26
H 0.524 -1.748 -0.279 0.17
H 1.605 0.417 1.425 0.03
H -1.362 -1.501 0.244 -0.03
```

2S+1	1
highest occupied orbital energy (alpha / beta)	-9.5546 / -8.6004	eV
Kohn-Sham gap (alpha / beta)	8.8 / 8.2	eV

(C)
The following is a quantum chemistry calculation of 2 unconnected molecules or ions with the total composition C2H6NP, from the OMol25 dataset.

```
10
Properties=species:S:1:pos:R:3:nbo_charge:R:1
P 0.255 -1.008 -2.150 0.36
N -0.672 -0.236 0.394 -0.42
C 0.097 -0.363 -0.526 0.11
C -0.487 0.315 1.683 -0.43
H 1.044 0.028 -2.633 0.02
H 0.572 0.275 1.969 0.22
H 2.038 0.325 -0.141 -0.27
H -0.811 1.359 1.674 0.22
H -0.930 -0.461 -2.662 -0.02
H -1.107 -0.234 2.391 0.21
```

2S+1	1
highest occupied orbital energy	-8.1408	eV
Kohn-Sham gap	8.4	eV

The structure with the most favorable energy is (A); the runner-up is 167.3 kJ/mol above it.